--- one ---
Entry from the OMol25 dataset: a 2-piece molecular cluster, C5H12N4O overall (ωB97M-V with the def2-TZVPD basis set).

```
22
Properties=species:S:1:pos:R:3:nbo_charge:R:1
C 2.24895 -1.76232 -0.30734 -0.237
C 0.96705 -1.51157 -0.15021 0.203
C -1.79058 0.80202 -0.48444 -0.631
C -0.02314 1.59435 1.07794 -0.633
C -0.64939 0.35950 0.38223 -0.054
N 3.52707 0.42974 -0.42293 0.186
N 0.45889 -0.24415 -0.46980 -0.311
N 0.10150 -2.42031 0.46828 -0.835
N 1.06785 0.48893 -1.53367 -0.634
O 3.22300 0.87300 0.65201 -0.205
H 2.75047 -2.69395 -0.23635 0.167
H -2.11209 -0.07942 -1.13160 0.223
H -2.60652 0.84904 0.25925 0.218
H -1.60945 1.75393 -0.94142 0.209
H 0.75612 1.33964 1.86259 0.227
H -0.76123 2.36388 1.41965 0.211
H 0.50898 2.21403 0.30834 0.196
H -0.91090 -0.37706 1.15722 0.239
H 0.51236 -3.18839 0.95506 0.386
H -0.64661 -2.78612 -0.17789 0.373
H 2.08540 0.70762 -1.33085 0.332
H 0.62034 1.41354 -1.76718 0.368
```

LUMO energy (alpha / beta), eV: -0.2 / -0.7
HOMO level (alpha / beta), Ha: -0.2742 / -0.2641
Kohn-Sham gap (alpha / beta), eV: 7.22 / 6.49

***

--- two ---
Entry from the OMol25 dataset: one molecule with the formula C5H12N4O (ωB97M-V with the def2-TZVPD basis set).

```
22
Properties=species:S:1:pos:R:3:nbo_charge:R:1
H 3.27774 -0.48856 1.29536 0.339
N 2.61798 0.13493 0.86583 -0.776
C 1.99082 -0.44580 -0.05130 0.589
N 2.13675 -1.76102 -0.52056 -0.866
N 0.96110 0.23293 -0.75476 -0.646
C 0.57666 1.49758 -0.35117 -0.221
C -0.67652 1.53593 0.53675 -0.406
C -1.75868 0.76934 -0.35928 -0.532
C -2.34513 -0.60138 0.08705 0.677
N -1.41367 -1.53779 0.49114 -0.853
O -3.49473 -0.92366 -0.10079 -0.587
H 1.48215 -2.15898 -1.25321 0.407
H 2.88483 -2.30094 -0.15985 0.395
H 0.21351 -0.39114 -1.03881 0.379
H 1.25820 1.97203 0.25434 0.240
H 0.38640 2.12874 -1.25914 0.181
H -0.56204 1.02456 1.51492 0.208
H -1.03327 2.55760 0.63288 0.222
H -2.68974 1.41673 -0.53269 0.246
H -1.37343 0.57396 -1.40798 0.218
H -1.91631 -2.09398 1.22320 0.400
H -0.52265 -1.14107 0.88805 0.385
```

LUMO energy, eV: 0.7
HOMO level, Ha: -0.3366
Kohn-Sham gap, eV: 9.87
Structure (SMILES): [H]/N=C(\N)NCCCC(N)=O

***

Which of them is the most stable? Correct choice: two.

***

--- one ---
Entry from the OMol25 dataset: a 2-piece molecular cluster, C5H14NP overall (ωB97M-V with the def2-TZVPD basis set).

```
21
Properties=species:S:1:pos:R:3:nbo_charge:R:1
C 0.06925 1.29178 0.61121 -0.660
C 2.24227 -0.09675 0.22867 -0.644
C 0.76653 0.60948 -1.81326 -0.614
C -2.13209 -0.93182 -0.64545 -0.977
C 0.70682 0.20481 -0.26523 -0.351
N -1.53714 -0.71750 2.21421 -1.031
P -0.38851 -1.31910 0.00357 0.875
H 0.92036 1.48710 1.35072 0.214
H -0.04506 2.19609 -0.00592 0.208
H -0.86833 0.98602 1.12870 0.266
H 2.33937 -0.74945 1.09918 0.221
H 2.99427 0.76219 0.27317 0.228
H 2.66260 -0.88529 -0.43087 0.213
H 1.78842 0.63650 -2.20093 0.223
H 0.17950 -0.25732 -2.33106 0.202
H 0.30162 1.58018 -2.06827 0.220
H -2.50449 -1.43584 -1.56211 0.236
H -2.22898 0.10306 -1.08106 0.236
H -2.66476 -1.21303 0.24992 0.269
H -1.97437 -1.55689 2.64754 0.340
H -0.62727 -0.69423 2.59726 0.325
```

LUMO energy (alpha / beta), eV: -0.5 / -0.5
HOMO level (alpha / beta), Ha: -0.3076 / -0.3101
Kohn-Sham gap (alpha / beta), eV: 7.91 / 7.97

***

--- two ---
Entry from the OMol25 dataset: a 2-piece molecular cluster, C5H14NP overall (ωB97M-V with the def2-TZVPD basis set).

```
21
Properties=species:S:1:pos:R:3:nbo_charge:R:1
C 0.29481 2.35575 0.55019 -0.849
P -0.04307 1.39027 -0.75927 0.686
C 0.76314 -0.27896 -0.33393 -0.314
C 0.06931 -1.31521 -1.22466 -0.624
C 2.24925 -0.20240 -0.68288 -0.616
C 0.58134 -0.67268 1.12996 -0.611
H -0.07908 3.36596 0.55463 0.220
H 0.86326 2.06357 1.41640 0.209
H 0.54103 -2.28914 -1.10807 0.207
H -0.98132 -1.40153 -0.95664 0.227
H 0.13578 -1.02243 -2.27064 0.210
H 2.74616 0.57397 -0.10282 0.211
H 2.38359 0.01997 -1.74003 0.211
H 2.73304 -1.15550 -0.47120 0.209
H -0.46148 -0.57644 1.43060 0.209
H 0.87442 -1.71387 1.26656 0.210
H 1.19541 -0.06464 1.79039 0.205
N -3.48651 -0.11030 -0.17381 -1.075
H -4.42888 0.04888 0.16270 0.358
H -2.85968 0.11781 0.59069 0.356
H -3.31016 0.56584 -0.91070 0.363
```

LUMO energy, eV: 0.4
HOMO level, Ha: -0.3444
Kohn-Sham gap, eV: 9.76
Structure (SMILES): C=PC(C)(C)C.N

***

Which of them is the most stable? Correct choice: two.